{
  "formula": "C33H61BN4O15PS2",
  "method": "ωB97M-V/def2-TZVPD",
  "homo_energy_ev": -9.619,
  "lumo_ev": -2.373,
  "total_energy_ha": -3804.008153,
  "charge": 1,
  "elements": ["C", "C", "C", "C", "N", "C", "C", "C", "C", "C", "N", "C", "C", "B", "O", "O", "C", "C", "C", "N", "C", "C", "C", "C", "O", "P", "O", "C", "C", "O", "N", "O", "C", "S", "S", "C", "C", "C", "H", "H", "H", "H", "H", "H", "H", "H", "H", "H", "H", "H", "H", "H", "H", "H", "H", "H", "H", "H", "H", "H", "H", "H", "H", "H", "H", "H", "H", "H", "H", "H", "H", "H", "H", "H", "H", "H", "H", "H", "H", "H", "H", "H", "H", "H", "H", "H", "H", "C", "C", "O", "C", "O", "O", "H", "H", "H", "H", "C", "C", "O", "C", "O", "O", "H", "H", "H", "H", "C", "C", "O", "C", "O", "O", "H", "H", "H", "H"],
  "positions_angstrom": [[-2.601915, -3.369469, -0.551716], [-2.548387, -1.884339, -0.939814], [-3.929764, -1.226359, -0.805291], [-3.858440, 0.306526, -0.705267], [-4.006212, 0.854453, 0.644847], [-3.003118, 0.371944, 1.593091], [-1.608871, 0.940318, 1.327444], [-1.621277, 2.435487, 1.010717], [-0.233566, 3.067000, 0.989256], [0.777412, 2.418630, 0.052405], [2.182766, 3.001062, 0.267419], [2.780319, 3.224434, -1.105437], [4.273505, 3.353282, -1.170376], [4.666430, 4.185272, -2.470168], [5.454188, 3.654688, -3.477557], [4.210458, 5.487351, -2.566654], [2.057892, 2.166801, -1.921313], [2.441097, 0.704605, -1.578820], [3.840768, 0.243509, -2.069513], [3.772432, -1.008810, -2.831205], [4.518958, -0.941507, -4.112087], [5.036634, -2.289722, -4.600250], [4.159170, -2.130541, -2.003944], [3.119407, -3.204688, -1.796008], [5.268674, -2.225716, -1.498244], [2.179077, 2.381886, -3.727019], [1.861736, 3.779230, -4.130799], [0.597993, 2.492808, -1.473900], [-0.547562, 1.670393, -2.065399], [-1.677013, 2.500423, -2.274530], [-1.559337, 3.133917, -3.562497], [-1.870080, 4.239349, -3.500575], [-5.316408, 0.794572, 1.123449], [-5.836522, -0.260904, 2.244689], [-6.465958, 2.046189, 0.525408], [-7.208783, 1.395224, -1.004611], [-8.685254, 0.971592, -0.840198], [-9.471785, 1.376641, -2.083268], [-3.139899, -3.969069, -1.278991], [-1.584068, -3.737561, -0.434407], [-3.068391, -3.428551, 0.429594], [-2.148287, -1.754032, -1.946404], [-1.848667, -1.427253, -0.238756], [-4.394589, -1.663615, 0.075708], [-4.509446, -1.499156, -1.685839], [-2.942597, 0.655343, -1.175848], [-4.663079, 0.722561, -1.301745], [-3.287967, 0.742287, 2.575634], [-2.962434, -0.712293, 1.683957], [-1.050112, 0.352664, 0.598960], [-1.078462, 0.808702, 2.271142], [-2.202521, 2.625177, 0.112055], [-2.164553, 2.924794, 1.819330], [-0.295597, 4.137585, 0.772688], [0.168451, 2.947639, 1.999883], [0.841955, 1.392606, 0.404737], [2.720557, 2.402536, 0.892596], [2.023378, 3.891975, 0.736355], [2.379280, 4.204774, -1.365350], [4.569762, 3.977383, -0.321110], [4.806293, 2.417595, -1.052495], [4.949496, 3.664054, -4.296943], [3.539823, 5.521713, -3.264119], [1.710157, 0.030450, -2.025668], [2.405810, 0.530558, -0.505934], [4.384596, 1.002310, -2.620090], [4.447732, 0.051413, -1.181670], [5.391907, -0.292997, -3.999701], [3.848113, -0.517201, -4.857327], [4.272214, -3.062729, -4.544951], [5.893214, -2.591404, -4.006699], [5.341133, -2.184147, -5.637150], [2.983838, -3.407854, -0.737887], [3.508105, -4.118705, -2.243119], [2.183398, -2.947208, -2.278371], [3.467758, 2.035104, -4.163532], [1.322560, 1.454781, -4.346941], [0.384415, 3.535205, -1.713215], [-0.817359, 0.865898, -1.388525], [-0.294978, 1.224524, -3.027457], [-7.160294, 2.199151, -1.735991], [-6.660571, 0.551988, -1.406951], [-9.126314, 1.389770, 0.057127], [-8.696384, -0.116626, -0.816430], [-9.512382, 2.459411, -2.195739], [-9.013899, 0.971790, -2.985512], [-10.492482, 1.002563, -2.045581], [-2.369793, -0.933096, 6.686762], [-3.225385, -2.042116, 6.117516], [-2.970928, -1.926712, 4.706725], [-1.780260, -1.322133, 4.547155], [-1.210655, -1.221882, 3.503384], [-1.317647, -0.834205, 5.714766], [-1.965516, -1.164217, 7.667980], [-2.894887, 0.022806, 6.731128], [-2.906090, -3.026021, 6.452444], [-4.284143, -1.915425, 6.328503], [-1.360955, -6.717784, 4.279691], [-2.571983, -7.255532, 5.012950], [-2.448894, -6.631982, 6.296283], [-1.709814, -5.511777, 6.152574], [-1.567182, -4.684693, 6.994724], [-1.155862, -5.453469, 4.920837], [-1.527640, -6.582790, 3.214540], [-0.473215, -7.334242, 4.428736], [-3.511782, -6.939092, 4.557855], [-2.570479, -8.337248, 5.112410], [8.336207, 0.231469, 0.981948], [8.363555, 1.170037, -0.206025], [7.052663, 1.755808, -0.153571], [6.602984, 1.661750, 1.117337], [5.616690, 2.200654, 1.516619], [7.402653, 0.881690, 1.859132], [9.301587, 0.121742, 1.466793], [7.947245, -0.755444, 0.728243], [9.104571, 1.962788, -0.099668], [8.517677, 0.661682, -1.153353]],
  "forces_ev_per_angstrom": [[0.41, 0.67, -0.02], [-0.24, -0.42, 0.41], [0.84, 0.01, -0.13], [-0.56, 0.04, -0.53], [0.02, -0.41, 0.54], [0.30, 0.28, 0.09], [0.08, 0.23, 0.31], [-0.24, -0.32, -0.04], [0.30, 0.29, -0.17], [-0.53, -0.53, 0.38], [-1.00, 0.10, 0.27], [0.25, 0.46, -0.30], [0.55, 0.16, 0.46], [0.57, 0.51, -0.17], [-0.81, -0.79, 0.49], [-0.72, -0.78, 0.15], [-0.63, -0.93, -0.33], [0.50, 0.19, -0.32], [-0.08, -0.52, 0.70], [0.04, 0.11, -0.18], [0.19, -0.32, 0.19], [-0.21, 0.24, 0.08], [1.31, -0.53, 0.73], [0.16, 0.16, -0.36], [-1.41, 0.43, -0.59], [-0.13, 1.49, -0.68], [0.15, 0.19, 0.25], [0.35, -0.14, 0.39], [0.04, -0.15, -0.01], [-0.12, 0.06, 0.73], [0.55, -0.11, -0.33], [-0.46, 0.22, -0.11], [-0.28, -0.32, -0.26], [0.10, 0.11, 0.24], [0.43, 0.19, -0.32], [-0.75, -0.08, 0.16], [0.40, -0.14, -0.88], [-0.13, 0.06, 0.04], [-0.11, -0.14, 0.02], [0.01, -0.28, -0.15], [-0.17, -0.25, 0.02], [0.04, 0.05, -0.09], [0.04, 0.23, -0.05], [-0.35, 0.15, 0.05], [-0.26, -0.06, 0.06], [0.18, 0.18, 0.20], [0.00, 0.26, -0.05], [-0.21, -0.04, 0.05], [-0.04, -0.11, -0.06], [-0.10, -0.03, -0.20], [0.19, -0.18, -0.02], [0.14, 0.16, -0.17], [-0.12, 0.10, -0.01], [-0.10, 0.08, 0.01], [0.10, 0.15, 0.08], [0.07, -0.20, -0.36], [0.37, 0.05, -0.10], [0.48, 0.08, 0.10], [-0.12, -0.03, -0.25], [0.14, 0.05, 0.03], [-0.01, -0.11, -0.03], [0.51, 0.47, -0.50], [0.09, 0.51, -0.22], [-0.11, -0.01, -0.03], [-0.14, 0.01, 0.09], [-0.06, 0.06, -0.22], [0.18, 0.20, 0.01], [-0.02, 0.20, -0.05], [-0.03, 0.15, -0.06], [-0.07, -0.07, -0.07], [0.08, -0.16, -0.01], [0.08, -0.08, -0.09], [0.01, 0.06, 0.13], [0.01, -0.11, -0.02], [-0.11, 0.00, 0.06], [-0.12, -0.49, 0.22], [0.21, -0.37, 0.33], [0.08, 0.09, -0.23], [-0.28, -0.11, -0.04], [0.22, -0.09, -0.02], [0.19, 0.15, 0.03], [0.29, -0.01, 0.06], [-0.01, -0.06, 0.16], [-0.19, -0.08, 0.56], [-0.01, 0.09, 0.02], [0.06, -0.04, -0.06], [-0.09, 0.00, 0.02], [-0.08, 0.03, 0.18], [-0.23, -0.10, 0.22], [0.06, 0.03, 0.03], [-0.07, -0.10, 0.11], [0.14, 0.00, -0.12], [-0.06, 0.04, -0.02], [0.19, -0.04, -0.09], [0.01, 0.00, -0.05], [0.07, 0.06, 0.00], [-0.03, 0.08, -0.24], [0.03, -0.12, -0.13], [-0.07, -0.13, -0.12], [0.02, 0.01, -0.06], [0.04, -0.12, -0.02], [0.01, 0.10, 0.06], [-0.03, -0.05, 0.01], [0.01, 0.18, 0.03], [-0.01, 0.00, 0.04], [0.02, 0.04, 0.00], [0.03, 0.02, 0.18], [0.16, -0.16, -0.08], [0.21, -0.07, -0.08], [-0.01, 0.00, 0.04], [0.17, -0.13, -0.01], [-0.37, 0.06, 0.02], [-0.02, 0.03, -0.06], [-0.07, 0.10, 0.16], [-0.05, 0.03, -0.01], [-0.04, 0.02, 0.04], [-0.19, 0.04, -0.05]],
  "lowdin_charge": [-0.0971, -0.2645, -0.1718, -0.1624, -0.1932, -0.2279, -0.1793, -0.1683, -0.1273, -0.2098, 0.1773, -0.2435, -0.0105, -0.6484, 0.1552, 0.1601, -0.4266, -0.0967, -0.1756, -0.0964, -0.2163, -0.0697, -0.4628, 0.0134, 0.0947, 0.8169, -0.3860, -0.1912, -0.1699, -0.1272, 0.0066, 0.1287, -1.0849, 0.7280, 0.8598, -0.4891, -0.3054, -0.1229, 0.0744, 0.0659, 0.0727, 0.1056, 0.0809, 0.0888, 0.1184, 0.0911, 0.0927, 0.1077, 0.0984, 0.0823, 0.1064, 0.1028, 0.1311, 0.1320, 0.1300, 0.1377, 0.1853, 0.1832, 0.1570, 0.1339, 0.0817, 0.0967, 0.1060, 0.1233, 0.1158, 0.0856, 0.1193, 0.1184, 0.1069, 0.0798, 0.0769, 0.0828, 0.0898, 0.0927, 0.0759, 0.0303, 0.0483, 0.1508, 0.1036, 0.1020, 0.0675, 0.0640, 0.0926, 0.1023, 0.0740, 0.0741, 0.0713, -0.0974, -0.0960, 0.0601, -0.5710, 0.1340, 0.0694, 0.1371, 0.1323, 0.1010, 0.1371, -0.1111, -0.1096, 0.0705, -0.5703, 0.1510, 0.0632, 0.1318, 0.1340, 0.1342, 0.1341, -0.0940, -0.0949, 0.0431, -0.5787, 0.1366, 0.0806, 0.1373, 0.1358, 0.1371, 0.1361]
}